Here is a structure of composition C30H38AsN2O5P2PtS from the OMol25 dataset. Energies are from wB97M-V/def2-TZVPD.

The geometry in XYZ format:
```
80
Properties=species:S:1:pos:R:3:forces:R:3
Pt -0.89179 0.96196 -0.12300 -0.10 0.08 0.29
O -4.15523 -1.45627 0.12332 0.06 0.12 0.01
C -3.61691 -0.41359 0.44165 -0.04 -0.19 -0.08
O -2.79811 0.20997 -0.36949 0.11 0.09 0.19
C -3.97207 0.19325 1.79328 0.02 0.02 0.01
P -2.85747 1.22763 2.81818 0.09 -0.11 -0.06
C -1.24990 0.32543 2.80876 -0.03 -0.14 0.04
C -0.90421 -0.73158 1.95139 0.21 0.36 -0.18
C 0.30214 -1.42403 2.12031 0.00 0.02 0.01
C 1.16042 -1.08371 3.14550 0.02 -0.06 0.04
C 0.82130 -0.04850 4.01323 -0.05 -0.03 0.02
C -0.36553 0.64065 3.84811 -0.03 -0.05 0.04
C -2.43960 2.64721 1.73973 -0.33 0.49 0.15
C -1.37400 3.46964 2.11596 0.08 0.01 0.01
C -1.15921 4.69579 1.50379 0.03 -0.06 0.01
C -2.03447 5.14753 0.52577 0.00 0.00 -0.05
C -3.11715 4.35732 0.16213 0.05 0.00 -0.04
C -3.31694 3.12177 0.76011 0.02 -0.06 -0.02
H -4.30426 -0.63255 2.42241 0.00 0.01 0.05
H -4.86865 0.80355 1.64829 -0.02 -0.01 -0.03
H -1.58560 -1.09452 1.20078 -0.18 -0.22 0.04
H 0.53699 -2.24963 1.45709 -0.04 0.02 0.01
H 2.08145 -1.63530 3.29018 -0.02 0.01 0.01
H 1.47704 0.20040 4.83903 -0.01 -0.01 -0.01
H -0.64113 1.40767 4.56304 -0.01 -0.01 0.00
H -0.70872 3.15251 2.91249 -0.02 0.03 -0.07
H -0.32300 5.31115 1.81366 -0.02 0.00 0.00
H -1.88916 6.11848 0.06795 -0.01 -0.01 0.01
H -3.82404 4.71263 -0.57838 0.01 0.00 0.01
H -4.16539 2.52545 0.45231 -0.01 0.00 0.02
S 0.73945 -6.02351 -1.69441 -0.03 -0.01 0.01
C 0.33728 -4.30353 -1.55724 -0.01 0.04 0.04
C 1.27689 -3.29736 -1.77029 0.03 0.01 0.09
C 0.88938 -1.98294 -1.59685 -0.04 -0.04 0.02
N -0.34086 -1.60693 -1.23738 -0.06 -0.31 -0.35
C -1.25321 -2.57447 -1.10747 -0.02 0.05 0.08
C -0.96297 -3.92369 -1.24976 0.01 -0.02 -0.01
C 2.29657 -6.00911 -0.82533 0.06 0.01 -0.05
C 3.49873 -6.02232 -1.51577 0.00 -0.06 0.00
C 4.67966 -5.97843 -0.78338 -0.02 -0.01 0.01
N 4.71874 -5.92798 0.54420 -0.01 0.00 0.00
C 3.55705 -5.94463 1.19497 0.01 0.00 -0.02
C 2.32353 -5.98842 0.56253 -0.01 0.05 0.00
H 2.29447 -3.53144 -2.05286 0.00 -0.01 0.01
H 1.59705 -1.18133 -1.76881 0.06 0.03 0.03
H -2.26200 -2.26147 -0.85582 -0.01 0.01 0.01
H -1.74042 -4.66070 -1.09618 0.03 0.00 0.01
H 3.51861 -6.07322 -2.59642 0.00 0.03 0.01
H 5.63671 -5.98062 -1.29342 -0.01 0.00 0.01
H 3.61254 -5.92734 2.27811 0.01 0.00 -0.02
H 1.40648 -6.00478 1.13693 0.01 -0.01 -0.01
C -1.53263 3.29431 -3.16108 -0.17 0.05 0.16
As -1.26363 1.53024 -2.40468 0.14 -0.23 -0.29
C -2.84914 0.63781 -3.03435 0.04 0.02 -0.10
C 0.11341 0.81658 -3.55568 0.10 0.09 0.03
H -1.85606 3.13461 -4.18921 -0.05 -0.05 0.02
H -0.62505 3.88108 -3.16580 0.02 0.02 -0.08
H -2.30938 3.82213 -2.61096 0.02 0.00 0.01
H -2.88597 0.77986 -4.11548 0.02 0.00 0.02
H -3.72555 1.06966 -2.56241 -0.02 0.02 0.00
H -2.79916 -0.41413 -2.77688 0.01 -0.04 0.00
H -0.08503 1.13845 -4.57759 -0.01 0.01 0.00
H 0.08975 -0.26785 -3.49884 -0.03 0.00 0.02
H 1.09566 1.17163 -3.24551 0.00 -0.01 0.00
C 2.37625 2.60460 2.41117 0.02 -0.03 -0.04
O 1.38895 1.80636 1.73493 -0.05 0.03 -0.12
P 1.13400 1.78281 0.17855 0.44 -0.04 0.02
O 2.36791 0.97861 -0.45168 -0.18 -0.05 0.03
C 2.98113 -0.12924 0.23759 -0.03 0.04 -0.07
O 1.55517 3.24585 -0.24477 -0.06 0.04 0.07
C 1.06093 4.01477 -1.33350 0.00 0.02 0.08
H 3.33324 2.08510 2.41929 0.01 -0.01 -0.02
H 2.02018 2.72788 3.42981 -0.01 -0.01 0.03
H 2.48165 3.57333 1.93021 0.00 0.01 0.01
H 3.60040 -0.64230 -0.49211 0.02 0.00 0.00
H 2.22936 -0.80940 0.63198 0.05 0.02 -0.05
H 3.60697 0.24132 1.04812 -0.02 0.00 0.00
H 1.53745 4.98817 -1.26389 0.01 0.02 -0.01
H -0.01496 4.13041 -1.23807 -0.03 0.04 0.02
H 1.33366 3.55126 -2.28206 0.00 -0.01 -0.01
```
Forces are in eV/Å.

**Net charge**: +1
**Total energy**: -138438.836 eV
**ΔE to the lowest compared entry with this formula, charge and spin**: 44.1 kcal per mole